(1)
26
Properties=species:S:1:pos:R:3:forces:R:3 method="wB97M-V/def2-TZVPD" charge=-1 e_homo_ha=-0.158 homo_lumo_gap_ev=5.94 spin_multiplicity=1 total_energy_ev=-118823.9421 lumo_energy_ha=0.061
Ti -1.192 -0.935 0.722 -0.6711 -0.1852 0.1481
N 2.784 0.110 -0.474 0.3681 -0.2140 -0.0648
C 3.189 -1.117 0.030 -0.0643 0.2121 -0.1061
C 2.057 -1.743 0.438 -0.2735 0.0191 -0.0121
N 0.974 -0.926 0.200 0.4727 -0.5149 -0.0368
C 1.445 0.155 -0.352 -0.2738 0.7091 -0.0266
C 0.515 1.237 -0.612 0.4750 -0.4368 0.1722
N -0.666 1.183 -0.050 -0.2930 0.1693 -0.3026
C -1.365 2.261 -0.551 -0.0826 -0.1475 0.2643
C -0.579 2.965 -1.402 0.2730 -0.1141 -0.0063
N 0.638 2.299 -1.424 -0.1647 0.3237 -0.2086
H 3.383 0.823 -0.850 -0.0324 -0.0266 0.0425
H 4.220 -1.419 0.041 0.0030 0.0033 -0.0127
H 1.927 -2.718 0.872 -0.0125 -0.0044 0.0011
H -2.382 2.457 -0.261 -0.0093 -0.0412 0.0079
H -0.758 3.854 -1.978 0.0084 0.0095 -0.0034
H 1.398 2.479 -2.055 -0.0355 0.0142 0.0426
S -0.666 -3.736 -2.944 -0.0304 0.2961 0.2144
C -0.996 -2.768 -1.636 -0.1512 -0.1191 0.0023
S -0.848 -3.302 0.008 0.1072 0.0212 0.0249
S -1.580 -1.119 -1.722 0.2585 -0.2767 -0.0483
S -2.955 0.816 5.093 0.0225 -0.0015 -0.0250
Sb -1.847 1.303 3.195 -0.0993 -0.0417 0.1500
S -3.294 0.179 1.243 0.1292 -0.0570 0.2032
S -3.158 -1.823 1.618 0.0116 0.2196 -0.2981
S -0.244 -0.513 2.851 0.0645 0.1837 -0.1223

***

(2)
15
Properties=species:S:1:pos:R:3:forces:R:3 method="wB97M-V/def2-TZVPD" e_homo_ha="-0.323 / -0.322" homo_lumo_gap_ev="7.58 / 7.56" spin_multiplicity=1 total_energy_ev=-16634.3913 lumo_energy_ha="-0.044 / -0.044"
C -0.945 1.422 0.078 -0.6253 -0.7791 -1.3285
C -1.191 -0.889 -0.794 -0.5815 1.1242 -2.0367
C -0.201 0.266 -0.689 0.4856 1.0829 2.5931
O 3.584 -0.253 -0.567 2.2828 -0.3753 0.3479
O 2.347 0.089 -0.765 -1.0063 0.6605 -1.4119
P 1.285 -0.303 0.283 -1.5435 -0.1859 0.5344
H -1.361 2.117 -0.679 -0.2535 -0.5625 0.4736
H -1.702 0.906 0.659 -0.5598 0.4231 -0.0238
H -0.451 2.048 0.769 1.3158 0.5024 0.6931
H -0.834 -1.546 -1.619 -0.1866 -0.6542 1.4438
H -2.107 -0.470 -1.281 0.3667 -0.1869 0.6178
H -1.491 -1.194 0.237 0.4792 -0.6609 -1.0896
H 0.264 0.703 -1.545 -0.1772 -0.2393 -1.1677
H 1.724 -1.296 3.083 -0.5699 -0.3351 -0.0620
H 1.078 -1.601 2.829 0.5736 0.1860 0.4164